[1]
91
Properties=species:S:1:pos:R:3:forces:R:3 method="wB97M-V/def2-TZVPD" e_above_lowest_kcal_mol=178.8 max_force_ev_per_a=6.9 total_energy_ev=-142759.905 e_homo_ev=-9.8 smiles="CCOCCOC[C@@]1(N)OS(=O)(=O)O[C@H]1[C@H](C)F.O=S1(=O)OCCO1.O=S1(=O)OCCO1.O=S1(=O)OCCO1.O=S1(=O)OCCO1.O=S1(=O)OCCO1" lumo_energy_ev=-0.2
C -1.4795 -0.5830 -3.2807 0.8 -1.2 -0.7
C -0.4376 -1.8880 -3.2244 -1.8 0.5 -1.0
O 0.6040 -1.7444 -2.1955 0.8 -0.4 -2.7
C 1.8714 -1.9986 -2.9021 1.0 -0.7 -0.3
C 3.1708 -2.2214 -1.9274 -1.1 -0.9 0.2
O 3.2032 -1.2926 -0.7524 2.0 -1.6 -0.9
C 4.3243 -1.7977 0.0557 -0.5 -1.3 0.2
C 4.7444 -0.8559 1.3303 0.2 0.1 -0.2
N 3.9551 -0.9773 2.6402 0.3 -0.2 -2.1
O 6.0995 -1.4098 1.6615 1.7 1.8 -1.4
S 7.2661 -0.4756 0.8245 4.6 1.2 -5.0
O 8.7594 -0.5844 1.2388 -6.1 0.2 0.8
O 7.3484 -0.5507 -0.7210 -2.0 -0.7 5.1
O 6.5392 1.0483 1.0726 -0.8 -3.5 -0.3
C 5.0767 0.7347 1.1153 -2.5 1.8 2.9
C 4.1341 1.6572 0.1418 0.5 1.1 -0.2
C 4.5010 3.2382 0.4946 -0.1 -0.7 0.4
F 2.6902 1.4709 0.5406 3.4 0.0 -0.6
H -2.0821 -0.5334 -2.2781 1.1 0.2 -2.1
H -2.1645 -0.7945 -4.2339 1.2 0.5 2.3
H -0.8627 0.3791 -3.5351 -1.3 -1.8 0.8
H -0.0130 -1.9830 -4.3286 -0.5 0.2 2.4
H -1.0743 -2.8740 -3.0509 1.4 2.0 -0.1
H 1.7243 -3.0131 -3.5081 0.6 2.0 1.3
H 2.1448 -1.1794 -3.7074 -0.8 -1.3 1.7
H 4.1548 -2.1449 -2.5863 -2.0 -0.1 1.4
H 3.0850 -3.3171 -1.4685 0.3 2.2 -1.1
H 3.9538 -2.8339 0.5190 0.9 2.0 -0.7
H 5.2464 -2.1006 -0.6395 -1.7 1.2 1.7
H 3.6951 -1.9688 2.8365 0.2 1.1 -0.5
H 3.0825 -0.3994 2.6031 1.1 -0.7 -0.3
H 4.8062 1.1783 2.1901 0.4 -1.0 -2.2
H 4.2448 1.3890 -0.9924 -0.5 0.4 2.3
H 4.1296 3.4005 1.6131 0.7 -0.3 -2.9
H 4.0010 3.9876 -0.2685 0.9 -1.7 1.7
H 5.6694 3.4456 0.5168 -2.5 -0.7 -0.2
O 4.5384 4.7723 3.0195 -1.4 0.8 1.4
S 3.4681 5.0191 3.9601 -0.2 0.4 -0.2
O 2.3260 5.8484 3.6531 1.6 -1.2 0.1
O 4.1284 5.5411 5.3563 -0.1 -0.6 -1.0
C 3.7589 4.6602 6.4158 -0.5 -0.3 0.5
C 3.5484 3.2985 5.7593 0.7 -0.1 0.4
O 2.9288 3.5800 4.5064 0.0 1.1 -0.2
H 2.8295 5.0319 6.8593 0.1 -0.1 0.0
H 4.5405 4.6337 7.1798 0.0 0.1 -0.3
H 2.9189 2.6387 6.3612 -0.1 0.2 -0.3
H 4.5055 2.8052 5.5593 -0.1 0.0 0.1
O -4.4516 1.2829 -1.6500 -0.3 0.0 -1.7
S -4.7909 1.0146 -3.0299 0.3 -0.1 -0.1
O -4.0900 1.6111 -4.1431 -0.7 -0.7 1.7
O -6.3884 1.2776 -3.2211 1.0 -0.1 0.5
C -7.0148 0.0832 -3.6862 -0.2 -0.7 -0.6
C -6.1622 -1.0615 -3.1454 -0.8 -0.1 0.6
O -4.8159 -0.6024 -3.2427 0.2 1.3 -0.3
H -7.0062 0.0981 -4.7808 0.0 0.0 0.1
H -8.0478 0.0316 -3.3319 0.2 0.2 0.1
H -6.2966 -1.9852 -3.7133 0.3 0.2 0.0
H -6.3794 -1.2495 -2.0886 -0.1 0.0 -0.2
O -8.4292 -2.4006 2.0662 1.4 0.4 -1.5
S -7.3796 -1.9266 1.1917 -0.4 -0.2 0.4
O -7.4374 -2.0502 -0.2463 -0.2 0.1 1.7
O -5.9655 -2.5508 1.7100 -1.1 0.4 -0.1
C -5.0641 -1.4904 2.0235 0.5 0.6 -0.2
C -5.9454 -0.3144 2.4358 0.3 -0.2 0.7
O -7.0720 -0.3686 1.5638 0.0 -0.9 -0.7
H -4.4888 -1.2548 1.1223 0.0 0.0 0.1
H -4.3809 -1.7940 2.8212 -0.3 -0.1 -0.1
H -5.4308 0.6448 2.3418 -0.2 -0.1 -0.2
H -6.3070 -0.4340 3.4626 0.1 0.0 -0.1
O -12.1365 2.3002 -1.5566 1.3 0.4 -1.4
S -11.0868 2.7742 -2.4311 -0.5 -0.1 -0.1
O -11.1446 2.6506 -3.8691 -0.2 0.1 1.9
O -9.6727 2.1501 -1.9128 -1.0 0.3 0.0
C -8.7713 3.2104 -1.5993 0.5 0.6 -0.2
C -9.6526 4.3864 -1.1870 0.3 -0.2 0.7
O -10.7793 4.3322 -2.0590 0.0 -0.9 -0.6
H -8.1960 3.4460 -2.5005 0.0 0.0 0.1
H -8.0882 2.9068 -0.8016 -0.2 -0.2 -0.2
H -9.1380 5.3456 -1.2810 -0.2 -0.1 -0.2
H -10.0143 4.2668 -0.1602 0.1 0.0 -0.1
O 5.6000 -6.0941 0.2464 1.2 0.4 -1.3
S 6.6497 -5.6201 -0.6281 -0.2 -0.1 -0.1
O 6.5919 -5.7436 -2.0661 -0.3 0.2 1.9
O 8.0638 -6.2442 -0.1098 -1.1 0.3 0.0
C 8.9652 -5.1838 0.2036 0.4 0.6 -0.2
C 8.0839 -4.0078 0.6160 0.4 -0.1 0.7
O 6.9572 -4.0620 -0.2560 -0.1 -1.0 -0.7
H 9.5405 -4.9482 -0.6975 0.0 0.0 0.1
H 9.6484 -5.4874 1.0014 -0.3 -0.1 -0.1
H 8.5985 -3.0486 0.5220 -0.2 -0.1 -0.2
H 7.7222 -4.1274 1.6428 0.1 0.0 0.0



[2]
71
Properties=species:S:1:pos:R:3:forces:R:3 method="wB97M-V/def2-TZVPD" total_charge=+1 max_force_ev_per_a=0.4 total_energy_ev=-211415.507 e_homo_ev="-10.3 / -10.3" s_squared=6.03 multiplicity=5 lumo_energy_ev="-3.4 / -5.1"
Os 0.4259 0.2770 0.0840 -0.4 0.0 -0.2
O -1.0944 0.2576 5.4847 0.0 0.0 0.0
C -1.9699 -0.6042 4.9309 0.0 0.1 0.0
C -2.8892 -1.2034 5.7893 0.0 0.0 0.0
C -3.8370 -2.0751 5.2962 0.0 0.0 0.0
C -3.8837 -2.3847 3.9386 0.0 0.0 0.0
C -2.9574 -1.8219 3.0879 0.0 -0.1 0.0
C -1.9936 -0.9264 3.5616 0.1 0.0 0.0
C -1.0644 -0.3283 2.5914 0.0 -0.1 0.1
O -0.9467 -0.8399 1.4194 0.2 0.0 0.1
N -0.4009 0.7502 2.9578 0.2 0.0 0.0
N 0.3290 1.2639 1.9086 0.2 0.1 0.1
C 0.8542 2.4288 2.1185 -0.3 0.1 0.0
S 1.5733 3.3352 0.8166 0.2 -0.1 0.0
C 1.5297 4.9181 1.7148 -0.1 0.0 0.0
C 1.7913 4.6019 3.1720 0.0 -0.1 0.0
S 0.7182 3.2150 3.6543 0.0 0.0 -0.1
H -0.5917 0.6876 4.7682 0.0 0.0 0.0
H -2.8451 -0.9497 6.8391 0.0 0.0 0.0
H -4.5543 -2.5171 5.9753 0.0 0.0 0.0
H -4.6332 -3.0626 3.5566 0.0 0.0 0.0
H -2.9611 -2.0564 2.0321 0.0 0.0 0.0
H 0.5513 5.3714 1.5643 0.0 0.0 0.0
H 2.3008 5.5571 1.2885 0.0 0.0 0.0
H 1.5508 5.4475 3.8139 0.0 0.0 0.0
H 2.8289 4.3127 3.3352 0.0 0.0 0.0
C 2.7184 -0.5274 -2.5853 0.0 0.0 0.0
C 1.5329 0.2819 -2.9939 0.0 0.1 0.0
C 1.4472 0.7231 -4.3292 0.0 0.0 0.0
C 0.4061 1.4929 -4.7577 0.0 0.0 0.0
C -0.6108 1.8466 -3.8535 0.0 0.0 0.0
C -1.7469 2.6412 -4.1599 0.0 0.0 0.0
Br -1.9720 3.3320 -5.8972 0.0 0.0 0.0
C -2.6879 2.9177 -3.2074 0.1 0.0 0.0
C -2.5492 2.4127 -1.9020 0.0 0.0 0.0
Br -3.8478 2.7901 -0.6071 0.0 0.0 0.0
C -1.4644 1.6360 -1.5648 0.0 0.0 0.0
O -1.2895 1.1067 -0.3603 0.1 0.0 0.0
C -0.4839 1.3621 -2.5413 0.0 0.0 0.0
N 0.5782 0.5953 -2.1165 0.1 0.0 0.0
H 3.3873 -0.6592 -3.4313 0.0 0.0 0.0
H 2.4044 -1.5077 -2.2351 0.0 0.0 0.0
H 3.2682 -0.0422 -1.7792 0.0 0.0 0.0
H 2.2355 0.4410 -5.0116 0.0 0.0 0.0
H 0.3557 1.8333 -5.7826 0.0 0.0 0.0
H -3.5477 3.5252 -3.4494 0.0 0.0 0.0
C -0.6435 -2.8234 -1.1770 0.0 0.0 -0.2
N 0.4040 -2.0181 -0.5522 -0.1 0.0 0.1
C 1.4756 -2.5855 -0.1472 0.0 0.0 0.0
C 2.5108 -1.7741 0.4112 0.0 0.0 0.0
C 3.8055 -2.0408 0.7870 0.0 0.0 0.0
C 4.3931 -0.7956 1.1131 0.0 0.0 0.0
C 3.4330 0.1687 0.9245 -0.1 0.0 0.0
N 2.2665 -0.4086 0.4916 0.0 -0.2 0.2
C -1.6204 -3.5151 -0.2514 0.0 0.0 0.0
C -2.9557 -3.5830 -0.6249 0.0 0.0 0.0
C -3.8548 -4.3500 0.1056 0.0 0.0 0.0
C -3.4230 -5.0474 1.2215 0.0 0.0 0.1
C -2.0954 -4.9567 1.6184 0.0 0.0 0.0
C -1.1998 -4.1967 0.8849 0.0 0.0 0.0
H -0.1494 -3.5942 -1.7808 0.0 0.0 0.0
H -1.1911 -2.1808 -1.8676 0.0 0.0 0.0
H 1.6346 -3.6576 -0.2645 0.0 0.0 0.0
H 4.2740 -3.0107 0.8143 0.0 0.0 0.0
H 5.4012 -0.6254 1.4508 0.0 0.0 0.0
H 3.5121 1.2321 1.0633 0.0 0.1 0.0
H -3.2968 -3.0468 -1.5025 0.0 0.0 0.0
H -4.8903 -4.4022 -0.2037 0.0 0.0 0.0
H -4.1180 -5.6492 1.7914 0.0 0.0 0.0
H -1.7575 -5.4806 2.5023 0.0 0.0 0.0
H -0.1700 -4.1355 1.2141 0.0 0.0 0.0



[3]
9
Properties=species:S:1:pos:R:3:forces:R:3 method="wB97M-V/def2-TZVPD" e_above_lowest_kcal_mol=81.8 max_force_ev_per_a=4.5 total_energy_ev=-27468.670 e_homo_ev="-9.9 / -9.8" lumo_energy_ev="-2.2 / -1.0"
C 2.6662 0.8274 -2.1808 0.0 0.4 1.1
C -0.0165 -0.1413 0.0776 -0.8 4.4 -0.8
N 3.0639 0.3312 -3.1275 0.2 -0.6 -1.1
O 3.4896 1.3949 0.3112 2.0 -0.1 1.5
P 2.3700 1.5683 -0.5648 -2.7 -1.3 -1.2
Cl 1.9283 3.3950 -1.2231 -0.2 0.7 0.0
H -0.3710 0.6075 -0.6895 0.2 -0.9 1.0
H 0.2639 -1.0166 -0.4033 0.7 -1.8 0.1
H -0.3551 0.1286 1.0949 0.7 -0.9 -0.7



[4]
23
Properties=species:S:1:pos:R:3:forces:R:3 method="wB97M-V/def2-TZVPD" total_charge=+1 e_above_lowest_kcal_mol=38.5 max_force_ev_per_a=4.1 total_energy_ev=-12953.141 e_homo_ev=-11.8 lumo_energy_ev=-4.2
C -1.6966 -0.4071 -1.5161 0.6 0.8 0.3
C -1.3358 -0.2920 -0.2080 1.3 0.9 -2.6
C -0.8478 -0.0139 -2.6678 0.0 -0.9 0.2
C 0.8938 0.3034 1.0737 -3.0 -1.2 -0.7
C 0.4239 0.4018 -2.5114 -0.7 0.3 -0.3
C 0.0275 0.1696 0.0485 2.2 0.6 -1.4
C 2.2902 0.4469 0.6496 -1.0 3.4 2.0
C 2.1467 0.7780 -0.7675 1.1 -0.9 -0.8
N 0.9275 0.5355 -1.2074 -1.1 -0.8 1.9
N 3.1819 1.0918 -1.5725 0.3 0.1 0.9
N -2.6146 -1.0496 2.4897 1.7 -1.2 2.0
H -2.6900 -0.7299 -1.7619 -0.3 -0.2 0.0
H -2.0030 -0.5232 0.5814 -0.2 -0.2 0.9
H -1.2487 -0.2369 -3.6822 0.5 0.5 0.9
H 0.3999 0.2296 2.0106 0.6 -0.2 1.2
H 1.0670 0.6734 -3.3394 0.0 -0.1 0.1
H 2.7418 1.2622 1.2930 -0.1 -0.5 -1.1
H 2.8435 -0.4018 0.8999 1.1 -1.6 -0.1
H 4.0641 1.5231 -1.2876 -0.5 -0.8 0.9
H 2.8731 1.6497 -2.2954 -0.7 1.0 -2.6
H -3.0641 -1.9064 2.1662 -0.1 0.2 0.0
H -3.3118 -0.5618 3.0507 0.1 -0.1 -0.1
H -1.8788 -1.4299 3.2126 -1.9 1.1 -1.7